[1]
The following is a DFT calculation (wB97M-V/def2-TZVPD) of the molecule C18H20N6O3S2.

SMILES   CCOC(=O)Cc1csc(NC(=O)CSc2nnnn2-c2ccc(C)cc2C)n1
Energy above the lowest of the compared OMol25 structures with the same formula, charge and spin   1.6 kcal/mol

```
49
Properties=species:S:1:pos:R:3:forces:R:3:lowdin_charge:R:1
H -5.15390 1.71342 0.71233 -0.05 0.12 0.04 0.119
H -1.79522 1.87365 -0.66190 0.08 0.05 -0.01 0.078
H 1.33628 -1.30563 2.73522 0.04 0.01 -0.02 0.100
H -7.37691 -0.73621 1.30398 -0.08 -0.01 0.06 0.086
C -7.15892 -0.09062 0.45354 -0.01 -0.03 0.03 -0.047
C 1.24945 -2.57654 1.00901 0.07 -0.14 0.15 -0.552
H 5.20752 0.91783 1.82214 0.09 -0.02 0.01 0.127
C -4.81360 0.78856 0.26889 -0.04 -0.16 -0.01 0.002
N 3.84174 -1.02327 0.71418 -0.48 -0.03 0.43 0.099
O 3.57599 2.12808 0.48822 -0.35 -0.07 0.40 0.001
N 2.42845 -2.89719 0.37903 -0.03 -0.80 -0.12 0.107
C -3.05476 -0.52795 -0.64481 -0.78 0.04 0.08 -0.185
N -1.32375 -1.00181 -2.26979 -1.00 0.09 -0.88 0.064
H -3.59616 -2.46830 -1.34944 0.05 -0.08 -0.03 0.120
H 1.57752 1.31132 -1.06907 -0.03 -0.05 -0.05 0.069
O 5.15733 2.27584 -1.10309 0.05 0.02 -0.12 0.117
H 6.55922 0.92197 0.63287 -0.07 0.08 0.00 0.130
H -5.97316 -2.21766 -0.72247 -0.08 -0.10 -0.03 0.116
C 1.37882 2.21953 -0.50375 0.46 0.06 0.14 -0.064
C 5.67932 -1.31639 -0.62625 -0.15 0.05 0.24 -0.346
H -7.38604 0.93460 0.73315 -0.07 0.05 0.02 0.075
C 5.48739 0.80138 0.77670 -0.19 0.14 -0.27 -0.022
C -3.95213 -1.55999 -0.88800 0.05 0.03 0.06 0.007
C 4.74620 1.83142 -0.06583 0.58 -0.04 0.10 -0.497
N 0.43092 -1.06298 -1.04064 0.07 0.33 1.06 0.035
H -7.81350 -0.38670 -0.36393 -0.09 0.01 -0.02 0.082
C -2.53002 1.81545 0.13885 0.01 0.01 0.05 -0.045
H 3.15475 3.27002 -1.17505 -0.09 0.01 0.22 0.118
C -5.72303 -0.23642 0.05588 0.07 0.04 -0.03 -0.267
S -0.51489 -0.57347 1.45621 0.01 0.00 0.48 1.022
H 2.49427 3.85240 0.38013 0.10 -0.10 -0.08 0.126
S 4.76152 -2.73554 -0.96860 -0.38 0.39 0.39 1.058
O 0.34719 -3.37795 1.02868 0.00 -0.10 0.06 0.066
H 0.90207 1.95186 0.43623 -0.12 -0.07 0.07 0.058
C 1.17420 -1.21543 1.66101 -0.54 0.35 -0.29 -0.343
H -3.07626 2.75414 0.18048 -0.01 0.06 0.00 0.084
H -1.99553 1.68883 1.08081 0.07 0.12 0.00 0.051
H 2.39624 -3.78837 -0.10445 -0.15 0.16 0.17 0.151
C -0.58879 -0.77468 -0.25354 -0.24 0.03 -0.39 -0.612
C 2.67476 2.96842 -0.23885 -0.31 0.32 -0.47 -0.201
N -1.71073 -0.72698 -1.01522 1.43 0.01 0.72 -0.055
C -5.27735 -1.41348 -0.53716 0.08 0.06 -0.02 -0.035
C 5.03748 -0.53559 0.28156 0.65 -0.43 -0.47 -0.382
H 1.89190 -0.51799 1.23240 -0.16 -0.12 0.20 0.048
N -0.07468 -1.18879 -2.25763 0.31 -0.29 -0.99 -0.022
C -3.47376 0.67439 -0.07821 0.16 -0.16 -0.15 -0.199
C 3.54638 -2.14524 0.15961 0.94 -0.01 -0.59 -0.594
H 0.70659 2.85307 -1.07617 -0.11 0.07 -0.06 0.079
H 6.61957 -1.14499 -1.10726 0.23 0.08 -0.10 0.074
```
Positions in Å, forces in eV/Å.

***

[2]
The following is a DFT calculation (wB97M-V/def2-TZVPD) of a structure of composition C18H20N7O2PtS5.

Total charge   +1
Energy above the lowest of the compared OMol25 structures with the same formula, charge and spin   5.2 kcal/mol

```
53
Properties=species:S:1:pos:R:3:forces:R:3:lowdin_charge:R:1
H 6.51229 -3.49985 -1.43259 -0.01 -0.01 0.01 0.107
H -0.73240 2.08626 -4.64834 -0.02 -0.01 -0.01 0.123
S 0.44468 2.26337 1.28651 0.07 -0.15 -0.12 0.660
N 0.16639 -0.24762 -1.10074 -0.10 -0.23 -0.30 -0.305
C -2.00079 -0.68728 3.05314 -0.04 0.05 -0.03 -0.030
H -2.77406 1.52129 3.88998 -0.03 -0.01 0.00 0.105
O -0.29226 -2.68711 -0.80879 -0.10 0.07 0.01 -0.303
S -0.33845 4.04466 -0.72848 -0.10 0.00 -0.13 0.617
H -3.18601 2.38138 2.40344 0.02 0.00 -0.01 0.080
C -2.47010 1.70760 2.86177 -0.12 0.00 0.09 -0.070
H -1.12447 -0.31894 3.58629 0.00 -0.02 -0.01 0.110
C -3.80344 -1.88873 1.05898 0.00 0.07 0.02 -0.001
C 3.09070 -1.04968 0.07648 0.02 -0.01 0.02 -0.055
H -2.77079 -0.95144 3.77725 -0.01 -0.01 0.00 0.105
C 4.86527 -2.43589 -0.79455 -0.03 0.00 0.02 -0.302
C 0.04474 -0.17558 -2.45699 -0.12 0.26 0.24 -0.763
S -2.50142 1.73766 -0.15871 -0.14 0.07 -0.05 0.749
C 0.48707 6.33581 1.24755 0.11 0.02 0.07 -0.198
N -0.25839 1.06448 -2.83989 -0.35 -0.44 0.12 -0.132
N 1.55966 4.44261 4.03865 -0.09 -0.06 0.02 0.198
O 0.19986 -1.18101 1.11832 -0.03 0.00 -0.02 -0.314
H 6.87991 -2.06261 -0.56889 0.00 0.00 0.01 0.107
H 4.22519 -4.20511 -1.84526 0.01 0.00 0.00 0.118
S 0.09675 -1.30445 -3.72521 0.03 -0.13 -0.07 1.121
C 2.14965 -1.93765 -0.44732 0.01 0.06 0.01 -0.319
H -4.33391 -0.84502 -1.43896 0.02 -0.03 -0.03 0.111
H 2.76896 -0.17536 0.62952 -0.02 -0.01 0.00 0.107
C -0.31823 -0.03355 -4.83619 0.02 0.03 0.02 -0.355
C -3.29437 -0.99526 -1.14566 0.12 0.01 0.06 -0.047
N -3.17942 -0.79774 0.30448 0.09 -0.01 0.07 -0.148
H -3.11216 -2.72077 1.18594 0.02 0.00 0.02 0.110
H -2.66424 -0.30500 -1.68796 0.06 0.03 -0.03 0.036
C 0.62320 4.98534 1.69696 -0.11 -0.04 0.04 -0.324
N 6.19022 -2.67532 -0.96161 0.03 0.01 -0.02 0.134
C -2.67603 0.28716 0.87458 -0.13 0.04 -0.04 -0.590
H -2.98624 -2.01283 -1.36890 0.03 -0.08 -0.02 0.101
C 2.56057 -3.07054 -1.14203 0.00 -0.01 -0.02 -0.055
H 5.16210 -0.60937 0.31751 0.01 0.00 0.00 0.118
H 1.82352 -3.75822 -1.53401 -0.01 0.01 0.01 0.116
H -1.69094 -1.54253 2.47193 0.00 -0.06 -0.05 0.068
C -0.48325 1.13996 -4.19564 0.05 0.09 -0.07 -0.201
N -2.45567 0.40634 2.18028 0.15 -0.05 -0.06 -0.163
C 1.12828 4.70594 3.00646 0.14 0.13 -0.05 -0.207
S 0.46183 -1.60587 -0.23195 0.01 -0.01 0.04 0.586
H -4.65863 -2.23169 0.48011 -0.01 0.00 0.02 0.105
H -0.39515 -0.23471 -5.89098 0.00 0.01 0.00 0.078
H -4.15403 -1.53262 2.02101 0.01 0.01 0.05 0.096
C 3.90505 -3.31853 -1.31305 0.00 0.00 0.00 -0.014
N 0.39200 7.41399 0.86255 -0.06 -0.02 -0.03 0.203
C 0.28395 3.95790 0.89156 -0.10 -0.15 -0.04 -1.035
C 4.43100 -1.29306 -0.09478 0.00 -0.02 -0.01 -0.011
H -1.48043 2.15974 2.86045 -0.11 -0.03 0.07 0.028
Pt -0.31756 1.74945 -0.78425 0.81 0.61 0.23 0.746
```
Positions in Å, forces in eV/Å.

***

[3]
The following is a DFT calculation (wB97M-V/def2-TZVPD) of a cluster of 2 separate species, C18H20NO3 in total.

Total charge   -1

```
42
Properties=species:S:1:pos:R:3:forces:R:3:lowdin_charge:R:1
C -2.79491 -1.50769 2.19938 0.08 0.32 0.00 -0.086
H 2.34950 -2.10975 -3.36090 -0.16 0.02 -0.11 0.100
H 4.53522 1.16231 -0.80904 -0.19 0.16 -0.08 0.123
C -0.65694 -0.12128 2.21790 -0.74 -0.23 -0.03 -0.238
H -2.33101 0.15343 4.36022 0.07 -0.04 0.02 0.084
C 3.13164 -2.14366 -2.62114 -0.20 -0.05 -0.21 -0.086
H -2.49393 -2.06703 3.08422 0.06 -0.05 0.04 0.078
C 4.71600 -3.38757 -1.34414 0.18 -0.12 0.14 -0.085
C 5.02149 0.25848 -0.48286 0.20 0.42 0.35 0.011
C 1.42908 -1.32624 2.30956 0.00 0.27 -0.03 -0.054
H -2.35523 1.67715 0.93120 0.09 0.05 0.00 0.069
H -3.88338 -1.44998 2.19995 -0.14 0.08 -0.01 0.070
H -2.32150 0.15480 0.04135 0.08 -0.05 -0.02 0.082
H -2.36773 1.67572 3.47192 0.07 0.04 0.00 0.069
N 6.41816 1.70924 0.83784 -0.07 1.49 0.32 -0.369
H -0.45790 -2.25356 2.19449 -0.15 -0.32 0.02 0.080
C -2.18838 -0.09306 2.20146 0.19 -0.10 -0.02 -0.563
H -3.78719 0.63396 3.48567 -0.23 0.03 0.01 0.068
O 7.53214 1.83626 1.36613 -1.14 -0.54 -0.53 0.031
H -0.48068 2.00784 2.22035 -0.18 0.39 0.02 0.089
C -2.68735 0.64039 0.94535 -0.10 -0.07 0.18 -0.066
H 3.11439 -0.03924 -2.29094 -0.16 0.22 -0.01 0.113
H 5.17062 -4.33017 -1.08806 0.10 -0.15 0.10 0.100
C 6.00083 0.39533 0.40489 -0.30 -0.25 -0.45 -0.008
C 5.14183 -2.22746 -0.73705 0.04 0.20 0.03 -0.020
H -3.77697 0.64009 0.91236 -0.22 0.04 -0.02 0.068
O 3.41263 -0.11924 2.42965 2.38 0.07 0.01 -0.111
H 3.37970 -4.25548 -2.76396 -0.06 -0.18 -0.08 0.097
C 3.55495 -0.98206 -2.01775 0.25 0.32 0.20 -0.028
O 5.65342 2.66270 0.64072 0.97 -1.14 0.13 0.044
H 1.97914 -2.24818 2.33321 0.23 -0.32 -0.01 0.084
C 0.05888 1.07759 2.25210 -0.23 -0.41 -0.01 -0.093
H 1.96660 2.02400 2.35799 0.22 0.30 0.00 0.088
C 4.57061 -0.99834 -1.06517 0.00 -0.29 -0.04 -0.199
H -2.49422 -2.06579 1.31373 0.06 -0.06 -0.05 0.077
C 1.42303 1.09796 2.32488 -0.11 -0.14 -0.04 -0.044
C 0.06584 -1.31616 2.23789 -0.43 0.40 -0.01 -0.090
C 3.71142 -3.34837 -2.28714 -0.18 -0.17 -0.18 -0.097
H 6.53037 -0.44425 0.80253 0.46 0.16 0.40 0.116
H 5.93448 -2.27275 -0.01238 0.13 -0.04 0.20 0.105
C -2.69762 0.63812 3.45576 -0.08 -0.07 -0.17 -0.066
C 2.17611 -0.11309 2.36227 -0.79 -0.16 -0.06 -0.543
```
Positions in Å, forces in eV/Å.

***

Number 1: E_HOMO -8.6 eV, HOMO-LUMO gap 9.12 eV. Number 2: E_HOMO -10.8 eV, HOMO-LUMO gap 4.90 eV. Number 3: E_HOMO -2.6 eV, HOMO-LUMO gap 4.61 eV.